A molecular structure, C44H56N2O3SSbSi3W in a non-equilibrium geometry. Source: the Open Molecules 2025 dataset; level of theory: the ωB97M-V functional and the def2-TZVPD basis.

Output
ΔE to the lowest compared entry with this formula, charge and spin	328.2	kJ/mol
strongest force on any atom	6.10	eV Å⁻¹
HOMO (alpha / beta)	-0.32383 / -0.32351	Eh

ORCA input file:
```
! RIJCOSX wB97M-V def2-TZVPD def2/J DEFGRID3
* xyz 1 1
W 0.6214 -0.4245 -0.0255
O -0.2329 0.1564 -1.5855
C 0.0145 0.5198 -2.8468
C -0.9521 1.1754 -3.5984
C -0.6592 1.6562 -4.8645
C 0.6046 1.4474 -5.4076
C 1.5455 0.7129 -4.7265
C 1.2862 0.2113 -3.4267
C 2.1904 -0.6302 -2.7537
N 2.0890 -1.0173 -1.4450
C 2.4851 -2.4160 -1.2567
C 1.1850 -3.2419 -1.4094
N 0.0885 -2.4474 -0.8699
C -1.1296 -2.8800 -1.0861
C -2.3093 -2.2400 -0.6167
C -3.5643 -2.7633 -0.9889
C -4.7376 -2.1904 -0.5641
C -4.6999 -1.0795 0.2746
C -3.4878 -0.5383 0.6614
C -2.2807 -1.0827 0.2202
O -1.1169 -0.5572 0.6055
H -1.9279 1.3024 -3.1520
H -1.4124 2.1877 -5.4222
H 0.8344 1.8484 -6.3807
H 2.5050 0.5180 -5.1825
H 2.9872 -1.0872 -3.3391
H 2.9160 -2.5486 -0.2557
H 3.2163 -2.7430 -2.0073
H 1.2430 -4.2035 -0.8823
H 1.0024 -3.4312 -2.4753
H -1.2712 -3.7960 -1.6608
H -3.5827 -3.6497 -1.6051
H -5.6838 -2.6072 -0.8722
H -5.6149 -0.6388 0.6361
H -3.4478 0.2969 1.3450
C -1.4741 2.9039 -0.5052
O -0.3607 2.1920 -0.0144
Si 1.2490 2.6716 -0.1652
C 1.6441 3.0313 -2.0092
C 1.7120 4.3573 0.6172
C 1.8062 1.1620 0.8501
Si 3.7208 0.9822 0.7536
C 4.3580 1.4428 -0.9927
C 4.6731 2.1876 1.8943
C 4.4880 -0.7393 1.1291
Si 0.9262 1.3602 2.5887
C 2.2586 1.3130 3.9657
C -0.0039 2.9978 2.9705
C -0.4972 0.1802 3.1709
H -1.5633 3.8719 -0.0074
H -2.3674 2.3108 -0.3129
H -1.3824 3.0677 -1.5790
H 0.7306 3.2079 -2.5705
H 2.1732 2.2392 -2.5236
H 2.2490 3.9278 -2.0963
H 0.8737 5.0427 0.6741
H 2.4771 4.8367 0.0163
H 2.1203 4.2522 1.6139
H 4.2711 2.5101 -1.1663
H 3.8339 0.9215 -1.7889
H 5.4113 1.1877 -1.0743
H 4.1340 3.1102 2.0634
H 5.6196 2.4478 1.4342
H 4.9064 1.7601 2.8611
H 4.8446 -1.2088 0.2167
H 3.8019 -1.4264 1.6161
H 5.3467 -0.6297 1.7836
H 2.7198 2.2862 4.0764
H 3.0494 0.6019 3.7524
H 1.8131 1.0578 4.9234
H 0.6378 3.8662 3.0064
H -0.4777 2.9185 3.9447
H -0.7840 3.1964 2.2448
H -0.4852 -0.8275 2.7518
H -1.4624 0.6131 2.9214
H -0.4738 0.0827 4.2566
S 1.3538 -2.0104 1.5378
Sb 1.9358 -2.1733 4.0772
C 4.0720 -2.5563 4.3634
C 4.5795 -3.8391 4.2349
C 5.9405 -4.0585 4.3791
C 6.7960 -3.0047 4.6483
C 6.2834 -1.7271 4.7983
C 4.9242 -1.5016 4.6562
C 1.3108 -4.2360 3.9090
C 0.5292 -4.8638 4.8692
C 0.1316 -6.1803 4.6864
C 0.5182 -6.8769 3.5537
C 1.3134 -6.2581 2.6020
C 1.7043 -4.9426 2.7768
C 1.2266 -1.7886 6.1628
C -0.1364 -1.7679 6.4047
C -0.6047 -1.4107 7.6584
C 0.2896 -1.0513 8.6529
C 1.6508 -1.0651 8.3987
C 2.1244 -1.4282 7.1476
H 3.9182 -4.6737 4.0430
H 6.3366 -5.0577 4.2796
H 7.8568 -3.1793 4.7453
H 6.9411 -0.9013 5.0226
H 4.5315 -0.5015 4.7902
H 0.2388 -4.3355 5.7688
H -0.4779 -6.6680 5.4336
H 0.2036 -7.9013 3.4158
H 1.6373 -6.8030 1.7255
H 2.3086 -4.4547 2.0227
H -0.8335 -2.0448 5.6208
H -1.6664 -1.4023 7.8556
H -0.0810 -0.7533 9.6218
H 2.3487 -0.7862 9.1735
H 3.1860 -1.4537 6.9510
*
```

Here are the Löwdin charges for atoms 1 to 5, given in e:
1 W 1.487
2 O -0.241
3 C -0.274
4 C -0.001
5 C -0.026